[1]
{
  "formula": "C2H3NOS",
  "method": "the ωB97M-V functional and the def2-TZVPD basis",
  "elements": ["C", "N", "C", "O", "S", "H", "H", "H"],
  "coordinates": [[-0.44478, 1.20151, 0.03142], [0.66704, 0.64659, 0.06330], [0.62467, -0.76374, 0.01590], [-0.68145, -1.30065, 0.03272], [-1.78363, 0.05110, -0.01338], [-0.74242, 2.19342, 0.03299], [1.22619, -0.90217, -0.98370], [1.13438, -1.12606, 0.82073]],
  "atomic_forces_ev_per_a": [[-1.1, -2.6, 0.0], [0.9, 1.6, 0.5], [0.7, 0.9, -3.9], [-1.4, 1.5, -0.2], [0.3, -1.3, -0.1], [0.1, 2.0, 0.0], [-1.2, -0.9, 1.5], [1.6, -1.3, 2.1]],
  "smiles": "C1=NCOS1",
  "orbital_gap_ev": 9.02,
  "multiplicity": 1
}


[2]
{
  "formula": "C2H3NOS",
  "method": "the ωB97M-V functional and the def2-TZVPD basis",
  "elements": ["C", "N", "S", "C", "O", "H", "H", "H"],
  "coordinates": [[-0.88413, 0.71629, 0.95535], [-0.42282, 1.18927, -0.07699], [0.13859, 0.46864, -1.52954], [0.84107, -0.91941, -0.95015], [0.71322, -1.56973, 0.07733], [-0.87619, -0.31509, 1.42251], [-1.22831, 1.69636, 1.59435], [1.71857, -1.26633, -1.49286]],
  "atomic_forces_ev_per_a": [[-1.1, 1.3, 4.5], [0.3, 1.0, -3.9], [-1.0, 1.6, 1.0], [2.5, -3.3, 1.5], [-1.2, 1.1, 0.0], [-0.2, 1.1, -1.0], [0.5, -2.9, -0.6], [0.1, 0.2, -1.4]],
  "smiles": "C=NSC=O",
  "orbital_gap_ev": 9.78,
  "multiplicity": 1
}


[3]
{
  "formula": "C2H3NOS",
  "method": "the ωB97M-V functional and the def2-TZVPD basis",
  "elements": ["C", "N", "S", "C", "O", "H", "H", "H"],
  "coordinates": [[-1.13200, 0.58744, 0.06361], [-0.21787, -0.20378, 0.36920], [1.48181, 0.46070, 0.06174], [3.21238, -0.40621, 0.08139], [4.10283, 0.34335, -0.09353], [-1.02568, 1.57974, -0.37138], [-2.13510, 0.23666, 0.26887], [3.19182, -1.48510, 0.23409]],
  "atomic_forces_ev_per_a": [[-0.3, 0.6, -0.2], [2.7, -1.4, 0.2], [-0.5, 1.1, -0.2], [-2.1, -0.1, 0.2], [-0.1, -0.2, 0.0], [0.2, 0.1, -0.1], [-0.2, 0.0, 0.0], [0.3, -0.1, 0.0]],
  "smiles": "C=NSC=O",
  "orbital_gap_ev": 9.88,
  "multiplicity": 1
}


[4]
{
  "formula": "C2H3NOS2",
  "method": "the ωB97M-V functional and the def2-TZVPD basis",
  "elements": ["N", "C", "S", "C", "O", "S", "H", "H", "H"],
  "coordinates": [[0.24945, -1.77262, 0.52610], [0.23023, -0.41823, 0.60911], [0.94331, 0.45211, 1.82023], [-0.50225, 0.29862, -0.52259], [-1.26118, 1.29737, -0.17835], [-0.28594, -0.08900, -2.10966], [-0.09348, -2.27945, -0.20520], [0.78548, -2.21551, 1.26543], [-1.23453, 1.43220, 0.79564]],
  "atomic_forces_ev_per_a": [[1.5, 2.7, 3.0], [-0.2, -0.8, -0.4], [-0.4, -0.2, -0.3], [0.8, -0.9, -1.1], [-0.5, 0.7, 0.9], [-0.1, -0.1, 1.0], [-1.1, -1.3, -2.4], [-0.2, -0.1, -0.4], [0.2, 0.0, -0.4]],
  "smiles": "NC(=S)C(O)=S",
  "orbital_gap_ev": 8.13,
  "multiplicity": 1
}


[5]
{
  "formula": "C2H3NOS2",
  "method": "the ωB97M-V functional and the def2-TZVPD basis",
  "elements": ["C", "C", "H", "H", "H", "N", "O", "S", "S"],
  "coordinates": [[-0.01630, 0.20881, -0.47968], [0.33974, -1.03207, 0.36678], [-2.86677, 2.15836, -1.02148], [0.74422, 0.52578, -1.32241], [2.38408, -2.01257, 1.92395], [-1.21098, 0.72114, -0.21435], [-0.18607, -1.45745, 1.42360], [-1.28630, 2.37740, -0.95028], [2.09839, -1.48941, 0.27386]],
  "atomic_forces_ev_per_a": [[-2.2, -0.4, -0.3], [0.8, -0.6, 4.8], [3.6, 1.0, 0.0], [-1.5, -0.3, 1.9], [-1.1, 1.2, -4.0], [4.1, 0.9, -1.5], [0.0, 1.6, -4.0], [-4.3, -2.5, 0.4], [0.7, -0.9, 2.5]],
  "orbital_gap_ev": 8.55,
  "multiplicity": 1
}


[6]
{
  "formula": "C2H3NOS2",
  "method": "the ωB97M-V functional and the def2-TZVPD basis",
  "elements": ["O", "N", "C", "S", "C", "S", "H", "H", "H"],
  "coordinates": [[-1.29274, -1.45995, -1.32415], [-0.56364, -0.52702, -0.55952], [-1.19035, -0.19865, 0.62916], [-0.62323, 0.71588, 1.85715], [0.66535, -0.28116, -1.10954], [1.87148, 0.68154, -0.63157], [-1.13509, -2.37955, -0.93472], [-2.10662, -0.83897, 0.70571], [0.70712, -0.89254, -1.98818]],
  "atomic_forces_ev_per_a": [[0.0, -1.3, 0.6], [-0.6, -0.5, 0.3], [0.2, -0.7, 0.7], [-0.4, -0.3, -0.9], [0.2, 0.4, 0.3], [-0.3, -0.1, 0.1], [-0.1, 1.8, -0.5], [0.6, 0.9, 0.0], [0.4, -0.2, -0.6]],
  "smiles": "ON(C=S)C=S",
  "orbital_gap_ev": 7.53,
  "multiplicity": 1
}


[7]
{
  "formula": "C2H3NOS2",
  "method": "the ωB97M-V functional and the def2-TZVPD basis",
  "elements": ["C", "C", "H", "H", "H", "N", "O", "S", "S"],
  "coordinates": [[-0.49553, -0.06075, 0.10249], [0.80847, -0.52772, 0.69354], [0.39759, 2.31554, 0.97839], [-1.83767, 1.51603, -0.06071], [0.98826, -0.44540, 2.01519], [-0.81751, 1.24576, 0.07355], [0.13074, 2.31008, -0.24723], [-1.91353, -1.03387, -0.12947], [2.11671, -0.65715, -0.26090]],
  "atomic_forces_ev_per_a": [[-3.3, -1.0, 1.0], [1.5, 1.6, 1.9], [-0.4, 1.0, -5.8], [2.0, -0.6, -0.2], [-1.1, -0.5, -4.1], [-0.5, 1.0, -1.2], [0.3, -1.6, 7.3], [2.4, 0.5, 0.3], [-0.9, -0.3, 0.7]],
  "orbital_gap_ev": 7.58,
  "multiplicity": 1
}


[8]
{
  "formula": "C2H3NOS2",
  "method": "the ωB97M-V functional and the def2-TZVPD basis",
  "elements": ["O", "C", "S", "C", "N", "S", "H", "H", "H"],
  "coordinates": [[-1.26773, 1.36807, -0.09244], [-1.44625, 0.06526, 0.02655], [-2.83655, -0.74135, -0.05247], [-0.15208, -0.72157, 0.07282], [0.82453, 0.06818, 0.02756], [2.41268, -0.48732, -0.07793], [-0.32014, 1.55330, 0.08350], [-0.22072, -1.80648, -0.12043], [3.00626, 0.70192, 0.13284]],
  "atomic_forces_ev_per_a": [[-0.7, 0.1, 0.5], [0.6, -0.8, -0.4], [-0.6, 0.1, 0.1], [-1.3, 0.6, -1.0], [1.7, -0.1, 0.5], [0.1, -0.1, 0.0], [0.0, -0.2, -0.3], [0.3, 0.5, 0.6], [-0.2, -0.1, -0.1]],
  "smiles": "OC(=S)/C=N/S",
  "orbital_gap_ev": 8.39,
  "multiplicity": 1
}


Energy above the lowest of the compared OMol25 structures with the same formula, charge and spin for the records above, in order: 167.0 219.3 220.9 37.4 418.6 281.5 548.8 135.3 kJ/mol